A cluster of 14 separate species, C29H91N23O14 in total in a non-equilibrium geometry. Source: OMol25; level of theory: ωB97M-V/def2-TZVPD.

Computed properties:
* total charge: -1
* spin multiplicity: 2
* expectation value of S²: 0.7508
* HOMO level (alpha / beta): 0.01 / -6.94 eV
* orbital gap (alpha / beta): 0.0702 / 0.3254 Eh
* relative energy (zero: lowest compared OMol25 entry of this formula, charge and spin): 128.2 kJ/mol

CARTESIAN COORDINATES (ANGSTROEM)
1 C 4.38206 0.79082 -3.87246
2 O 4.35953 -0.32730 -4.24266
3 N 5.54013 1.36350 -3.69346
4 N 3.36026 1.34805 -3.29964
5 H 5.54492 2.17153 -3.08754
6 H 6.33390 0.86377 -4.06802
7 H 3.33541 2.34387 -3.13284
8 H 2.61051 0.69394 -3.12609
9 C 0.30179 -0.57836 -4.41867
10 O 0.03441 0.63478 -4.56184
11 N 1.47847 -1.08735 -4.44664
12 N -0.52482 -1.51324 -4.23980
13 H 1.68655 -2.07381 -4.38582
14 H 2.32920 -0.56901 -4.61307
15 H -0.18270 -2.45913 -4.14852
16 H -1.47440 -1.26390 -4.00267
17 C -2.76619 0.80700 -5.99753
18 O -3.10489 0.26774 -4.96283
19 N -1.86806 0.23249 -6.79410
20 N -3.14006 1.94939 -6.47917
21 H -1.81637 0.48402 -7.77091
22 H -1.34883 -0.56418 -6.45374
23 H -2.46405 2.49896 -6.99012
24 H -3.83139 2.47061 -5.95908
25 C -5.03844 -2.11137 -0.06461
26 O -4.49526 -2.02081 -1.13005
27 N -6.27360 -1.95554 0.11775
28 N -4.39508 -2.44700 0.97508
29 H -6.96816 -1.78666 -0.59581
30 H -6.56640 -1.97793 1.08411
31 H -3.38601 -2.45641 0.93297
32 H -4.96277 -2.59170 1.79781
33 C -1.38825 -2.50845 2.56057
34 O -2.06605 -2.87120 3.52426
35 N -1.16480 -1.17707 2.32099
36 N -0.55069 -3.22395 1.95238
37 H -1.64504 -0.41048 2.77022
38 H -0.64998 -0.91913 1.49121
39 H -0.47039 -4.18260 2.26003
40 H 0.01902 -2.91917 1.17609
41 C 0.56631 -6.53460 -0.48353
42 O 0.29725 -6.60253 -1.69533
43 N 0.18696 -7.36111 0.48543
44 N 1.38546 -5.67255 -0.05167
45 H 0.34754 -7.10145 1.44817
46 H -0.61477 -7.93568 0.26815
47 H 1.75352 -5.07498 -0.77799
48 H 1.53893 -5.48120 0.92809
49 C -0.89843 2.83421 2.15411
50 O -1.20221 2.04909 3.01257
51 N -0.13716 3.89137 2.38607
52 N -1.32810 2.75311 0.94110
53 H 0.23479 4.06959 3.30802
54 H 0.20655 4.52284 1.67669
55 H -1.96537 1.98838 0.77031
56 H -1.14853 3.49723 0.28220
57 C -6.52779 -0.01569 -3.65872
58 O -7.41110 -0.60141 -3.11328
59 N -6.55290 0.70725 -4.73478
60 N -5.37840 -0.27715 -3.31686
61 H -7.49629 0.84518 -5.06808
62 H -5.74835 1.25704 -5.00036
63 H -4.74769 -0.18092 -4.09983
64 H -5.17900 -0.85595 -2.51354
65 C -2.00511 -4.01020 -2.63924
66 O -1.23531 -4.84690 -3.05756
67 N -1.73546 -3.14804 -1.66872
68 N -3.23725 -3.82693 -3.12658
69 H -0.80119 -3.06107 -1.29499
70 H -2.40039 -2.43614 -1.40194
71 H -3.72458 -4.48316 -3.71985
72 H -3.80288 -3.16584 -2.61363
73 C -5.44808 2.04307 -0.24049
74 C -5.38449 2.87176 1.04834
75 C -4.74107 2.10180 2.25864
76 O -5.59836 1.13846 2.85795
77 C -4.96525 0.22057 3.68456
78 N -4.56653 4.02012 0.72278
79 H -5.70125 1.05383 0.14083
80 H -4.45243 1.91260 -0.66444
81 H -6.18869 2.28788 -1.00185
82 H -6.43306 3.11667 1.21749
83 H -4.37464 2.79620 3.01471
84 H -3.82780 1.60231 1.93529
85 H -5.68996 -0.54219 3.96930
86 H -4.79076 0.76670 4.61160
87 H -4.05083 -0.26058 3.33754
88 H -4.34421 4.32700 1.65899
89 H -5.00128 4.81882 0.28327
90 C 4.16808 6.31386 1.14766
91 C 2.90202 5.49928 0.70172
92 C 1.91489 6.35564 -0.03499
93 O 0.65726 5.77716 -0.06127
94 C -0.15262 6.21097 -1.11150
95 N 3.57624 4.43702 -0.01701
96 H 4.71112 6.77671 0.32365
97 H 4.89768 5.71098 1.68833
98 H 3.93334 7.11873 1.84420
99 H 2.38329 5.01768 1.53062
100 H 2.27607 6.71445 -0.99879
101 H 1.76568 7.33969 0.40941
102 H -1.10801 5.68674 -1.08846
103 H 0.32714 6.04688 -2.07639
104 H -0.33300 7.28491 -1.06452
105 H 3.58542 4.53185 -1.02251
106 H 3.03166 3.58785 0.03225
107 C 4.50868 2.39473 2.93501
108 C 3.92555 1.75026 4.21530
109 C 2.98533 0.51667 4.00228
110 O 2.35470 0.21383 5.23998
111 C 1.35650 -0.82901 5.21755
112 N 4.98999 1.31115 5.08383
113 H 4.95292 1.57563 2.36950
114 H 5.21829 3.13610 3.30239
115 H 3.76594 2.89330 2.31222
116 H 3.36395 2.52072 4.74359
117 H 3.55479 -0.34582 3.65596
118 H 2.29570 0.75569 3.19273
119 H 0.49150 -0.44129 4.67945
120 H 1.11836 -1.08062 6.25104
121 H 1.81826 -1.67897 4.71510
122 H 4.65413 0.48447 5.55700
123 H 5.87412 1.32723 4.59582
124 C 4.28856 -3.85252 4.51281
125 C 4.34167 -4.17437 3.02874
126 C 4.05569 -2.91630 2.19521
127 O 3.69044 -3.31719 0.91136
128 C 4.76937 -3.68044 0.00250
129 N 5.74009 -4.61423 2.91890
130 H 3.33524 -3.50054 4.90699
131 H 4.92481 -2.98995 4.71095
132 H 4.64288 -4.73157 5.05115
133 H 3.81405 -5.08223 2.73631
134 H 4.80739 -2.12861 2.14428
135 H 3.25134 -2.41305 2.73174
136 H 4.37449 -3.93312 -0.98153
137 H 5.29807 -4.57316 0.33663
138 H 5.60946 -3.00173 -0.14480
139 H 5.92674 -4.99323 2.00150
140 H 6.33742 -3.79988 2.92961
141 C 2.77919 -0.02124 -0.22752
142 C 1.29586 -0.33975 0.00672
143 C 0.37540 0.30835 -1.03936
144 O -0.89543 -0.23559 -0.81959
145 C -2.01640 0.14105 -1.54334
146 N 1.19754 -1.77606 0.14828
147 H 3.11575 -0.56696 -1.10901
148 H 3.34243 -0.63435 0.47601
149 H 2.99579 1.04605 -0.27291
150 H 1.02213 0.01809 0.99925
151 H 0.59547 0.07030 -2.08004
152 H 0.30566 1.39333 -0.96159
153 H -2.06328 -0.19338 -2.57970
154 H -2.07030 1.21521 -1.36624
155 H -2.81148 -0.28025 -0.92815
156 H 1.83088 -2.12934 0.85126
157 H 1.57427 -2.16933 -0.70232

Here are the Mulliken charges for atoms 1 to 99, given in e:
1. C -0.823
2. O -0.400
3. N -0.441
4. N -0.165
5. H 0.580
6. H 0.324
7. H 0.453
8. H -0.310
9. C 0.194
10. O -0.640
11. N -0.133
12. N 0.035
13. H 0.087
14. H 0.123
15. H 0.128
16. H -0.187
17. C 0.452
18. O -0.618
19. N -0.362
20. N -0.506
21. H 0.186
22. H 0.196
23. H 0.226
24. H 0.205
25. C 0.326
26. O -0.433
27. N -0.366
28. N -0.174
29. H 0.278
30. H 0.067
31. H -0.015
32. H 0.188
33. C 0.032
34. O -0.805
35. N 0.802
36. N 0.187
37. H -0.006
38. H -0.653
39. H 0.100
40. H 0.182
41. C 0.620
42. O -0.628
43. N -0.428
44. N -0.070
45. H 0.185
46. H 0.246
47. H 0.034
48. H -0.013
49. C 0.587
50. O -0.678
51. N -0.167
52. N 0.737
53. H 0.222
54. H 0.059
55. H -0.753
56. H 0.009
57. C 0.807
58. O -0.750
59. N -0.404
60. N 0.413
61. H 0.227
62. H 0.137
63. H 0.096
64. H -0.166
65. C 0.378
66. O -0.713
67. N 0.438
68. N -0.220
69. H -0.147
70. H -0.489
71. H 0.242
72. H 0.206
73. C -1.229
74. C 0.489
75. C 0.071
76. O -0.430
77. C -0.630
78. N -0.499
79. H 0.104
80. H 0.172
81. H 0.391
82. H 0.352
83. H 0.477
84. H -0.449
85. H 0.276
86. H 0.373
87. H 0.149
88. H 0.208
89. H 0.238
90. C -1.873
91. C 2.038
92. C -1.609
93. O 0.172
94. C -1.439
95. N -0.921
96. H 0.403
97. H 0.289
98. H 0.447
99. H -0.119